C2H4O4 | ωB97M-V with the def2-TZVPD basis set

HOMO energy (spin up / spin down) ... -7.1 / -7.0 eV
Total charge ... 0
Kohn-Sham gap (spin up / spin down) ... 7.5 / 7.4 eV
LUMO (spin up / spin down) ... 0.4 / 0.4 eV
Spin multiplicity ... 1

Cartesian coordinates (Å):
O1 1.5180 1.2212 -0.0667
C1 0.8431 0.0822 0.2829
O2 1.4556 -1.1367 0.0324
C2 -0.8183 -0.0136 -0.3602
O3 -1.5308 -1.0812 -0.1743
O4 -1.5615 1.1003 -0.1044
H1 2.4246 0.9225 -0.0286
H2 1.0510 -1.9414 0.2857
H3 -2.3816 -0.9699 0.2718
H4 -1.0001 1.8164 -0.1386

Forces on the atoms, in the same order (eV/Å):
O -0.267 -1.810 0.138
C -5.322 -2.085 -0.706
O 2.612 3.070 -1.033
C 3.207 2.551 1.242
O -0.028 -2.011 -0.077
O -1.820 -2.717 0.015
H 1.028 0.294 -0.373
H -1.371 -0.546 0.820
H 0.030 0.536 0.156
H 1.931 2.719 -0.182

=====

C2H7IN | ωB97M-V with the def2-TZVPD basis set

HOMO energy (spin up / spin down) ... -10.0 / -14.8 eV
Total charge ... +1
Kohn-Sham gap (spin up / spin down) ... 6.5 / 6.9 eV
LUMO (spin up / spin down) ... -3.5 / -7.9 eV
Spin multiplicity ... 3

Cartesian coordinates (Å):
C1 0.8456 0.1261 0.0634
C2 -1.4384 -0.4515 -0.2197
N1 -0.5230 0.6708 -0.0843
I1 -3.4693 0.0073 -0.1199
H1 0.8894 -0.6491 -0.6754
H2 1.7370 0.8582 0.0458
H3 0.9803 -0.2147 1.0299
H4 -0.9739 -1.2430 -0.9937
H5 -1.0971 -1.3399 1.0348
H6 -0.5655 1.2949 -0.9135
H7 -0.9314 1.1089 0.7070

Forces on the atoms, in the same order (eV/Å):
C 2.145 2.186 -0.632
C 5.262 -6.321 0.865
N 0.803 0.003 -1.431
I -4.543 0.932 0.171
H 0.681 -0.260 -0.166
H -1.783 -0.528 -0.856
H -0.331 -1.359 1.901
H -1.329 1.817 1.223
H -1.055 2.262 -2.879
H -0.130 -0.241 0.623
H 0.280 1.508 1.181

=====

C77H58GeO2P2PdS2 | ωB97M-V with the def2-TZVPD basis set

HOMO energy (spin up / spin down) ... 0.1 / -1.1 eV
Total charge ... -2
Kohn-Sham gap (spin up / spin down) ... 3.5 / 4.7 eV
LUMO (spin up / spin down) ... 3.6 / 3.6 eV
Spin multiplicity ... 3

Cartesian coordinates (Å):
Pd1 0.2706 0.2507 0.1067
O1 3.4394 -0.7474 1.4438
S1 2.8308 -2.0196 0.9070
C1 4.0892 -2.7504 -0.0719
C2 5.2789 -3.2143 0.5230
C3 6.2421 -3.8877 -0.2087
C4 6.0129 -4.1007 -1.5635
C5 6.8372 -4.8114 -2.6142
C6 6.0121 -4.6805 -3.9262
C7 4.8019 -3.8587 -3.5435
C8 3.7284 -3.3933 -4.2839
C9 2.7645 -2.6268 -3.6452
C10 2.7792 -2.3067 -2.2704
P1 1.4651 -1.1462 -1.6564
C11 -0.0192 -2.2527 -1.8878
C12 -1.1358 -1.9767 -1.0893
C13 -2.2466 -2.8053 -1.0753
C14 -2.2546 -3.9689 -1.8280
C15 -1.1300 -4.2973 -2.5685
C16 -0.0286 -3.4551 -2.5952
C17 1.8142 0.2489 -2.8668
C18 1.9278 0.2358 -4.2559
C19 2.4017 1.3417 -4.9509
C20 2.7949 2.4818 -4.2755
C21 2.7127 2.5101 -2.8917
C22 2.2340 1.4096 -2.2021
C23 3.8529 -2.8384 -1.4770
C24 4.8548 -3.5731 -2.1735
C25 2.7417 -3.0366 2.3694
C26 3.0486 -4.3775 2.3596
C27 3.0424 -5.1537 3.5319
C28 2.7452 -4.5403 4.7164
C29 2.7376 -5.0550 6.1375
C30 2.3485 -3.8260 7.0029
C31 2.0803 -2.7243 6.0055
C32 1.6654 -1.4328 6.1558
C33 1.4641 -0.6487 5.0079
C34 1.7106 -1.0677 3.7090
P2 1.0913 0.0582 2.3499
C35 1.9745 1.6450 2.6226
C36 3.0134 1.8197 3.5295
C37 3.6612 3.0441 3.6305
C38 3.2851 4.1045 2.8220
C39 2.2472 3.9409 1.9138
C40 1.5956 2.7216 1.8162
C41 -0.4882 0.4090 3.2799
C42 -1.5194 -0.5036 3.0446
C43 -2.6815 -0.4727 3.7953
C44 -2.8388 0.4845 4.7899
C45 -1.8456 1.4241 5.0041
C46 -0.6781 1.3880 4.2503
C47 2.2640 -2.3899 3.5454
C48 2.3602 -3.1859 4.7112
H1 5.4294 -3.0392 1.5811
H2 7.1451 -4.2413 0.2788
H3 7.0012 -5.8611 -2.3486
H4 7.8257 -4.3505 -2.7230
H5 5.7154 -5.6641 -4.3070
H6 6.5888 -4.1917 -4.7174
H7 3.6303 -3.6068 -5.3441
H8 1.9400 -2.2659 -4.2453
H9 -1.0984 -1.1150 -0.4165
H10 -3.0997 -2.5452 -0.4583
H11 -3.1161 -4.6269 -1.8189
H12 -1.1015 -5.2225 -3.1334
H13 0.8325 -3.7589 -3.1700
H14 1.6505 -0.6286 -4.8387
H15 2.4657 1.2997 -6.0322
H16 3.1676 3.3395 -4.8232
H17 3.0205 3.3923 -2.3418
H18 2.2148 1.4264 -1.1211
H19 3.3508 -4.8322 1.4250
H20 3.3096 -6.2033 3.4872
H21 3.7170 -5.4483 6.4188
H22 2.0193 -5.8694 6.2587
H23 3.1645 -3.5450 7.6731
H24 1.4757 -4.0287 7.6268
H25 1.4514 -1.0174 7.1345
H26 1.0716 0.3464 5.1551
H27 3.3315 0.9897 4.1474
H28 4.4666 3.1701 4.3454
H29 3.8036 5.0536 2.8946
H30 1.9500 4.7663 1.2779
H31 0.7772 2.5973 1.1131
H32 -1.3823 -1.2543 2.2730
H33 -3.4668 -1.1988 3.6183
H34 -3.7426 0.5044 5.3877
H35 -1.9802 2.1905 5.7591
H36 0.0977 2.1258 4.4273
C49 -0.8974 1.3527 -1.3387
Ge1 -2.0792 1.1553 -2.8678
C50 -3.8095 1.8695 -2.1777
C51 -3.8066 3.1562 -1.6360
C52 -4.9199 3.6775 -0.9960
C53 -6.0875 2.9302 -0.9110
C54 -6.1082 1.6435 -1.4279
C55 -4.9699 1.1124 -2.0231
C56 -1.3892 2.5762 -4.0982
C57 -0.7072 3.6668 -3.5632
C58 -0.2554 4.7013 -4.3709
C59 -0.4656 4.6554 -5.7421
C60 -1.1198 3.5644 -6.2978
C61 -1.5769 2.5399 -5.4794
C62 -2.4681 -0.2609 -4.2517
C63 -3.7333 -0.6774 -4.6627
C64 -3.8916 -1.6405 -5.6510
C65 -2.7848 -2.1999 -6.2717
C66 -1.5183 -1.7717 -5.9022
C67 -1.3722 -0.8229 -4.9028
H37 -2.9046 3.7545 -1.7087
H38 -4.8813 4.6674 -0.5564
H39 -6.9661 3.3440 -0.4300
H40 -7.0151 1.0510 -1.3679
H41 -4.9861 0.0804 -2.3554
H42 -0.5169 3.6804 -2.4941
H43 0.2638 5.5466 -3.9324
H44 -0.1208 5.4654 -6.3759
H45 -1.2781 3.5169 -7.3701
H46 -2.0869 1.6898 -5.9211
H47 -4.6189 -0.2213 -4.2374
H48 -4.8895 -1.9484 -5.9449
H49 -2.9080 -2.9598 -7.0345
H50 -0.6434 -2.1936 -6.3851
H51 -0.3861 -0.4754 -4.6302
C68 -6.1990 3.6623 5.9188
C69 -5.3830 4.8799 5.5814
O2 -4.4977 5.3141 6.2610
S2 -5.8135 5.6210 3.9625
C70 -4.7010 4.5665 3.0524
C71 -3.3317 4.8541 3.0115
C72 -2.4735 4.0361 2.3160
C73 -2.9505 2.9091 1.5907
C74 -4.3432 2.6313 1.6675
C75 -5.1925 3.4349 2.3904
C76 -2.1220 2.1492 0.7844
C77 -1.5373 1.5924 -0.1840
H52 -6.0093 3.3532 6.9475
H53 -5.9234 2.8540 5.2399
H54 -7.2557 3.8796 5.7713
H55 -2.9607 5.7293 3.5310
H56 -1.4118 4.2502 2.2999
H57 -4.7274 1.7737 1.1296
H58 -6.2511 3.2040 2.4398

Forces on the atoms, in the same order (eV/Å):
Pd 0.510 0.052 -0.022
O -0.385 0.440 0.352
S 1.013 -0.200 -0.562
C -1.106 -0.070 0.144
C 0.517 -0.126 0.178
C -0.105 0.083 0.205
C -0.085 -0.041 -0.173
C 0.022 0.055 0.143
C -0.089 0.016 -0.087
C 0.057 0.078 0.345
C -0.107 0.021 -0.130
C -0.008 -0.039 -0.098
C 0.581 -0.089 0.537
P 0.244 0.006 -0.319
C -0.125 0.061 -0.135
C 0.071 -0.069 -0.022
C -0.072 0.000 -0.005
C -0.017 -0.016 -0.022
C -0.066 -0.083 -0.064
C 0.012 0.046 -0.125
C -0.023 -0.163 -0.013
C -0.171 0.180 -0.037
C -0.051 -0.079 -0.106
C 0.028 0.109 0.025
C 0.046 0.021 -0.017
C 0.028 -0.204 -0.118
C -0.476 0.148 -0.251
C 0.065 -0.080 -0.208
C -0.136 -0.181 -0.214
C 0.019 0.307 -0.144
C -0.044 -0.130 0.404
C 0.048 -0.065 -0.179
C -0.006 -0.065 0.005
C -0.017 0.010 0.044
C -0.022 0.199 0.039
C 0.082 -0.285 0.338
C 0.208 -0.051 -0.456
C 0.255 -0.240 0.336
P -0.583 0.574 0.152
C 0.190 -0.075 0.081
C -0.003 -0.043 -0.054
C 0.053 0.024 0.072
C 0.024 0.028 0.006
C 0.016 0.021 0.058
C -0.077 0.002 0.069
C -0.100 -0.122 -0.152
C 0.085 0.029 0.082
C -0.031 -0.034 0.062
C -0.118 -0.015 0.006
C 0.049 0.120 -0.044
C -0.159 0.163 -0.200
C 0.009 0.033 0.346
C -0.028 0.152 -0.321
H 0.008 0.014 0.001
H 0.007 0.010 0.004
H 0.065 -0.001 -0.047
H 0.023 -0.053 -0.015
H 0.040 0.013 -0.030
H 0.014 -0.057 -0.015
H -0.002 0.019 0.001
H 0.070 -0.194 0.092
H -0.356 -0.263 -0.288
H 0.027 0.011 0.013
H -0.003 0.007 0.002
H -0.012 0.013 -0.007
H 0.017 0.003 0.012
H -0.027 0.104 0.024
H -0.021 0.011 0.002
H -0.033 0.016 0.003
H 0.007 -0.028 0.001
H -0.107 0.043 0.087
H 0.049 0.059 -0.028
H 0.019 -0.001 -0.018
H -0.018 -0.022 0.001
H 0.010 0.002 -0.006
H -0.027 0.001 0.019
H 0.008 0.015 0.004
H -0.008 0.039 -0.013
H 0.079 -0.121 0.080
H 0.028 0.011 -0.029
H 0.018 -0.033 -0.030
H -0.014 0.001 0.001
H -0.040 -0.032 -0.014
H 0.000 -0.015 -0.049
H -0.057 0.009 -0.023
H 0.021 0.013 -0.050
H -0.021 0.020 -0.019
H 0.014 0.018 -0.032
H -0.023 0.024 -0.011
C 0.056 -0.698 -0.346
Ge -0.053 0.620 -0.079
C 0.073 -0.281 -0.067
C -0.020 0.118 -0.171
C -0.116 0.113 -0.274
C -0.050 -0.014 -0.243
C -0.146 0.096 0.059
C 0.137 -0.060 -0.028
C -0.061 -0.185 0.017
C 0.023 -0.004 0.119
C -0.012 0.052 -0.036
C 0.009 0.025 -0.026
C -0.003 0.040 -0.039
C -0.077 -0.035 0.026
C 0.192 -0.084 0.567
C -0.105 0.191 0.091
C -0.061 -0.028 -0.113
C -0.028 0.019 0.037
C 0.071 -0.118 -0.029
C 0.061 0.062 0.071
H -0.024 0.026 0.052
H 0.033 -0.006 0.003
H 0.007 -0.012 0.028
H 0.031 -0.039 0.061
H -0.060 0.047 0.052
H 0.033 -0.015 -0.003
H 0.012 -0.021 0.013
H 0.024 -0.022 0.003
H 0.005 -0.018 0.009
H 0.001 0.060 -0.053
H 0.051 -0.085 -0.030
H 0.007 0.011 0.011
H -0.001 0.016 -0.011
H 0.013 0.031 0.025
H 0.068 -0.097 0.002
C 0.041 -0.075 0.301
C -0.015 -0.009 -0.131
O -0.097 0.019 0.146
S 0.192 0.025 -0.093
C -0.234 0.097 0.047
C -0.020 0.005 0.011
C 0.002 -0.019 0.082
C -0.002 -0.143 0.117
C 0.043 -0.095 0.381
C 0.084 -0.026 0.017
C -0.176 0.052 0.206
C 0.220 0.359 0.021
H 0.037 -0.003 -0.043
H -0.005 0.029 -0.084
H -0.014 -0.030 -0.022
H 0.010 -0.022 0.025
H 0.003 0.000 -0.057
H 0.071 0.015 0.039
H -0.009 0.045 -0.033

=====

C2H8BNO3 | ωB97M-V with the def2-TZVPD basis set

HOMO energy ... -7.2 eV
Total charge ... 0
Kohn-Sham gap ... 7.6 eV
LUMO ... 0.4 eV
Spin multiplicity ... 1

Cartesian coordinates (Å):
B1 0.0719 0.0357 -0.0491
C1 0.4939 -0.1406 -2.3785
C2 -1.4778 1.3025 1.2460
N1 1.7381 -1.4584 2.2688
O1 0.8944 -0.3386 -1.0407
O2 -1.0337 0.7972 0.0071
O3 0.6835 -0.6490 2.0569
H1 0.2951 0.8287 -2.5624
H2 -0.3966 -0.7593 -2.7098
H3 1.5028 -0.4834 -2.8846
H4 -2.5338 1.5464 1.1280
H5 -0.9393 2.0078 1.7762
H6 -1.4817 0.5255 1.9399
H7 2.6732 -1.0684 2.1627
H8 1.5902 -2.2254 1.6171

Forces on the atoms, in the same order (eV/Å):
B 1.149 -0.374 2.429
C 2.480 -4.431 -1.556
C -2.680 -1.358 -0.087
N 0.152 -1.681 -0.389
O -1.435 -0.110 2.140
O 1.744 -0.316 -0.791
O -1.796 2.589 -2.536
H -0.562 3.409 -0.672
H 1.185 0.425 0.586
H -2.483 0.774 0.062
H 0.233 0.548 -0.157
H 1.539 2.075 -0.096
H -0.017 -1.721 1.123
H -0.319 0.445 -0.384
H 0.812 -0.274 0.328

=====

- Which formula does entry 4 have?
  C2H8BNO3

=====

- spin multiplicity of number 2 (C2H7IN)?
  3